(1)
DFT (the ωB97M-V functional and the def2-TZVPD basis) results for a structure of composition C41H46AsNO7W.

Atoms and positions in Å:
W: -0.9752 0.5063 -0.4667
C: -3.3284 0.6142 -2.4423
C: -3.5681 1.8934 -1.6713
O: -2.4101 2.1310 -0.8213
C: -2.7121 3.1860 0.1529
C: -1.7271 3.1298 1.3059
O: -1.3801 1.7722 1.6166
C: -2.1223 1.1663 2.6968
C: -3.4291 0.6110 2.1781
O: -3.0692 -0.0503 0.9685
C: -4.1090 -0.7488 0.2907
C: -3.4533 -1.3415 -0.9338
O: -2.6000 -0.3248 -1.5900
H: -2.7084 0.7638 -3.3160
H: -4.2691 0.1569 -2.7425
H: -4.4416 1.8181 -1.0241
H: -3.6863 2.7460 -2.3419
H: -3.7300 3.0041 0.4956
H: -2.6743 4.1419 -0.3700
H: -2.1660 3.6208 2.1759
H: -0.7975 3.6403 1.0681
H: -2.2746 1.8896 3.4976
H: -1.4839 0.3657 3.0662
H: -4.1748 1.3872 1.9834
H: -3.8557 -0.0939 2.8961
H: -4.9333 -0.0725 0.0470
H: -4.5089 -1.5558 0.9108
H: -4.1649 -1.6917 -1.6780
H: -2.7800 -2.1479 -0.6673
C: 5.0320 3.7256 -1.6117
C: 4.2058 4.4331 -0.7462
C: 2.8658 4.0939 -0.6365
C: 2.3670 3.0496 -1.4113
C: 3.1806 2.3390 -2.2853
C: 4.5222 2.6822 -2.3747
As: 0.4664 2.7235 -1.3104
C: -0.5167 3.8201 -2.5514
C: -0.7903 5.1724 -2.4394
C: -1.4839 5.7981 -3.4712
C: -1.8934 5.0742 -4.5852
C: -1.6149 3.7187 -4.6947
C: -0.9172 3.0770 -3.6752
C: -0.5283 1.6616 -3.6562
C: -0.6587 0.7531 -4.6890
C: -0.2340 -0.5747 -4.5252
C: 0.3473 -0.9993 -3.3508
C: 0.5415 -0.0949 -2.2822
C: 0.1133 1.2359 -2.4567
H: 6.0756 3.9958 -1.6998
H: 4.6018 5.2509 -0.1594
H: 2.2299 4.6537 0.0409
H: 2.7897 1.5475 -2.9128
H: 5.1675 2.1431 -3.0552
H: -0.4529 5.7556 -1.5909
H: -1.6915 6.8583 -3.4125
H: -2.4232 5.5766 -5.3834
H: -1.9290 3.1828 -5.5819
H: -1.0600 1.0643 -5.6458
H: -0.3183 -1.2620 -5.3573
H: 0.7476 -2.0015 -3.2824
H: 1.3114 -0.3561 -1.5590
C: 1.7792 -4.6874 7.0208
O: 1.5970 -4.1683 5.6827
C: 2.5099 -4.4660 4.7479
C: 3.6525 -5.2376 4.9349
C: 4.5208 -5.4318 3.8764
C: 4.2879 -4.8588 2.6231
C: 3.1575 -4.1018 2.4195
C: 2.2601 -3.9233 3.4727
N: 1.1032 -3.1135 3.4015
C: 0.3147 -2.7600 2.4375
C: 0.2616 -3.2778 1.0830
C: 0.5850 -4.6203 0.8320
C: 0.3326 -5.2007 -0.3946
C: -0.2569 -4.4468 -1.3991
C: -0.5935 -3.1183 -1.1775
C: -0.3345 -2.5251 0.0469
O: -0.7174 -1.2275 0.2943
H: 2.7065 -4.3095 7.4475
H: 1.7747 -5.7758 6.9985
H: 0.9320 -4.3234 7.5904
H: 3.8653 -5.6839 5.8951
H: 5.4074 -6.0323 4.0302
H: 4.9972 -5.0059 1.8214
H: 2.9782 -3.6451 1.4552
H: 0.8391 -2.7969 4.3371
H: -0.4508 -2.0487 2.7277
H: 1.0094 -5.2232 1.6229
H: 0.5715 -6.2416 -0.5616
H: -0.4734 -4.9005 -2.3576
H: -1.0858 -2.5463 -1.9534
C: 1.8022 1.5247 1.4908
O: 0.9151 0.6152 0.7654
H: 1.9719 1.1130 2.4827
H: 1.2799 2.4715 1.5812
H: 2.7321 1.6454 0.9432
H: 1.2481 -0.2872 0.8490

Calculated values
Max |F|: 0.96 eV/Å
Net charge: +4
<S²>: 2.04
HOMO energy (alpha / beta): -17.2 / -17.2 eV
Spin multiplicity: 3
E_LUMO (alpha / beta): -0.4391 / -0.4407 Eh

Löwdin analysis output, partial charges in e: number 1, W, carries 1.81; number 2, C, carries -0.06; number 3, C, carries -0.08; number 4, O, carries -0.34; number 5, C, carries -0.09; number 6, C, carries -0.14; number 7, O, carries -0.25; number 8, C, carries -0.10; number 9, C, carries -0.12; number 10, O, carries -0.23; number 11, C, carries -0.11; number 12, C, carries -0.06; number 13, O, carries -0.28; number 14, H, carries 0.11; number 15, H, carries 0.16; number 16, H, carries 0.14; number 17, H, carries 0.16; number 18, H, carries 0.13; number 19, H, carries 0.15; number 20, H, carries 0.16; number 21, H, carries 0.10; number 22, H, carries 0.15; number 23, H, carries 0.13; number 24, H, carries 0.14; number 25, H, carries 0.16; number 26, H, carries 0.14; number 27, H, carries 0.16; number 28, H, carries 0.16; number 29, H, carries 0.11; number 30, C, carries -0.02; number 31, C, carries -0.03; number 32, C, carries -0.12; number 33, C, carries -0.37; number 34, C, carries -0.08; number 35, C, carries -0.03; number 36, As, carries 1.41; number 37, C, carries -0.29; number 38, C, carries -0.06; number 39, C, carries -0.02; number 40, C, carries -0.01; number 41, C, carries 0.02; number 42, C, carries -0.20; number 43, C, carries -0.19; number 44, C, carries 0.04; number 45, C, carries 0.02; number 46, C, carries -0.04; number 47, C, carries -0.19; number 48, C, carries -0.44; number 49, H, carries 0.13; number 50, H, carries 0.13; number 51, H, carries 0.11; number 52, H, carries 0.11; number 53, H, carries 0.13; number 54, H, carries 0.12; number 55, H, carries 0.13; number 56, H, carries 0.13; number 57, H, carries 0.13; number 58, H, carries 0.14; number 59, H, carries 0.14; number 60, H, carries 0.13; number 61, H, carries 0.12; number 62, C, carries 0.00; number 63, O, carries -0.08; number 64, C, carries -0.21; number 65, C, carries 0.03; number 66, C, carries 0.00; number 67, C, carries -0.04; number 68, C, carries -0.03; number 69, C, carries -0.15; number 70, N, carries 0.17; number 71, C, carries 0.04; number 72, C, carries -0.12; number 73, C, carries 0.01; number 74, C, carries -0.01; number 75, C, carries 0.00; number 76, C, carries -0.04; number 77, C, carries -0.27; number 78, O, carries -0.28; number 79, H, carries 0.11; number 80, H, carries 0.11; number 81, H, carries 0.10; number 82, H, carries 0.13; number 83, H, carries 0.13; number 84, H, carries 0.12; number 85, H, carries 0.12; number 86, H, carries 0.18; number 87, H, carries 0.14; number 88, H, carries 0.13; number 89, H, carries 0.14; number 90, H, carries 0.13; number 91, H, carries 0.10; number 92, C, carries -0.03; number 93, O, carries -0.29; number 94, H, carries 0.11; number 95, H, carries 0.07; number 96, H, carries 0.10; number 97, H, carries 0.10

=====

(2)
DFT (the ωB97M-V functional and the def2-TZVPD basis) results for a structure of composition C4H8OS2.

Atoms and positions in Å:
C: 0.3524 0.8673 0.5409
C: 0.2695 0.6583 2.0378
O: -0.6871 0.9667 2.7025
C: -0.9328 1.4026 -0.0714
S: -1.0225 1.3144 -1.8110
S: -1.0703 -1.3123 -1.7141
C: 0.6040 -2.0190 -1.3624
H: 1.1975 1.5211 0.4363
H: 0.5245 -0.1324 0.1528
H: 0.9567 -0.2027 2.3681
H: -0.9628 2.4560 0.3064
H: -1.8634 0.9599 0.3055
H: 0.7288 -2.1576 -0.2674
H: 1.4263 -1.4070 -1.6921
H: 0.4792 -2.9152 -1.9317

Calculated values
Max |F|: 3.22 eV/Å
HOMO energy: -9.2 eV
E_LUMO: -0.0576 Eh

Löwdin analysis output, partial charges in e: number 1, C, carries -0.25; number 2, C, carries -0.26; number 3, O, carries 0.05; number 4, C, carries -0.72; number 5, S, carries 0.61; number 6, S, carries 0.52; number 7, C, carries -0.48; number 8, H, carries 0.12; number 9, H, carries 0.04; number 10, H, carries 0.14; number 11, H, carries 0.10; number 12, H, carries 0.07; number 13, H, carries 0.03; number 14, H, carries 0.03; number 15, H, carries 0.00

=====

(3)
DFT (the ωB97M-V functional and the def2-TZVPD basis) results for a structure of composition C38H51GeN7OTcTe.

Atoms and positions in Å:
Tc: -0.0032 1.0431 -1.1500
N: 0.0663 -0.3828 -2.8231
C: 0.0996 0.3682 -4.1164
C: 0.6599 1.7710 -3.8973
N: -0.0559 2.4576 -2.7909
C: -1.4353 2.8526 -3.2028
C: -2.4727 1.8508 -2.7128
N: -2.1207 1.4529 -1.3346
C: 0.7141 3.6277 -2.2825
C: 0.1984 4.0364 -0.9104
N: 0.2525 2.8649 0.0004
H: 0.9333 -0.8979 -2.6965
H: -0.6608 -1.0918 -2.8645
H: -0.9090 0.4244 -4.5186
H: 0.7006 -0.1479 -4.8669
H: 0.5953 2.3432 -4.8269
H: 1.7101 1.7003 -3.6257
H: -1.4945 2.9584 -4.2872
H: -1.6609 3.8295 -2.7795
H: -2.5117 0.9600 -3.3356
H: -3.4618 2.3108 -2.7505
H: -2.7295 0.6911 -1.0367
H: -2.3434 2.2217 -0.7060
H: 0.6794 4.4735 -2.9750
H: 1.7576 3.3215 -2.1888
H: -0.8324 4.3877 -0.9720
H: 0.7956 4.8692 -0.5366
H: -0.3402 3.0439 0.8139
H: 1.2030 2.7786 0.3711
C: 2.0610 -6.8219 0.3989
C: 1.8331 -5.3426 0.3711
C: 2.8748 -4.4434 0.5847
C: 2.6664 -3.0757 0.5878
C: 3.8326 -2.1573 0.8723
C: 1.3649 -2.5874 0.3505
Te: 1.2332 -0.5076 0.7893
C: 0.3040 -3.4674 0.0858
C: -1.0921 -3.0476 -0.2798
C: 0.5673 -4.8309 0.1120
H: 3.1005 -7.0650 0.6056
H: 1.7818 -7.2716 -0.5549
H: 1.4359 -7.2845 1.1642
H: 3.8714 -4.8287 0.7647
H: 4.7748 -2.6937 0.7830
H: 3.7775 -1.7633 1.8917
H: 3.8623 -1.3162 0.1727
H: -1.1664 -1.9711 -0.4214
H: -1.7992 -3.3486 0.4926
H: -1.3997 -3.5398 -1.2043
H: -0.2489 -5.5178 -0.0846
C: 6.3043 1.0262 -3.0766
N: 5.0830 1.1793 -2.2973
C: 5.0012 1.9029 -1.0514
C: 3.5446 1.7003 -0.6857
O: 3.0112 2.1554 0.3125
N: 2.9221 0.9453 -1.6549
C: 3.8923 0.6610 -2.5659
N: 3.6745 -0.0652 -3.6663
H: 6.9846 1.8346 -2.8233
H: 6.0923 1.0881 -4.1437
H: 6.7963 0.0765 -2.8592
H: 5.2270 2.9645 -1.1777
H: 5.6732 1.5070 -0.2868
H: 2.8172 -0.5729 -3.7789
H: 4.4563 -0.3894 -4.2148
C: -0.7062 0.0494 0.4430
Ge: -2.0256 -0.0176 1.9594
C: -1.8220 1.8339 2.6240
C: -1.3022 2.0848 3.8903
C: -1.2998 3.3776 4.4036
C: -1.8093 4.4276 3.6554
C: -2.3505 4.1856 2.3983
C: -2.3576 2.8945 1.8890
C: -1.4033 -1.3408 3.2725
C: -0.1779 -1.1969 3.9246
C: 0.2808 -2.1754 4.7950
C: -0.4880 -3.3077 5.0277
C: -1.7281 -3.4385 4.4203
C: -2.1890 -2.4547 3.5551
C: -3.8656 -0.1929 1.3201
C: -4.2430 -0.7204 0.0865
C: -5.5825 -0.7641 -0.2744
C: -6.5530 -0.2906 0.5976
C: -6.1860 0.2237 1.8347
C: -4.8478 0.2746 2.1933
H: -0.9243 1.2724 4.4985
H: -0.9167 3.5576 5.3994
H: -1.8101 5.4319 4.0573
H: -2.7946 4.9933 1.8295
H: -2.8617 2.6899 0.9484
H: 0.3952 -0.2812 3.8280
H: 1.2241 -2.0429 5.3095
H: -0.1313 -4.0744 5.7024
H: -2.3409 -4.3083 4.6172
H: -3.1685 -2.5517 3.0987
H: -3.4908 -1.1422 -0.5790
H: -5.8736 -1.1815 -1.2299
H: -7.5966 -0.3308 0.3168
H: -6.9415 0.5835 2.5204
H: -4.5612 0.6818 3.1574

Calculated values
Max |F|: 3.64 eV/Å
Net charge: +3
HOMO energy: -15.6 eV
E_LUMO: -0.3324 Eh

Results of the Löwdin charge analysis, in e, for atoms 1 through 99: number 1, Tc, carries 1.13; number 2, N, carries -0.04; number 3, C, carries -0.17; number 4, C, carries -0.16; number 5, N, carries -0.27; number 6, C, carries -0.12; number 7, C, carries -0.16; number 8, N, carries -0.04; number 9, C, carries -0.15; number 10, C, carries -0.17; number 11, N, carries -0.04; number 12, H, carries 0.08; number 13, H, carries 0.11; number 14, H, carries 0.11; number 15, H, carries 0.13; number 16, H, carries 0.15; number 17, H, carries 0.08; number 18, H, carries 0.15; number 19, H, carries 0.13; number 20, H, carries 0.11; number 21, H, carries 0.14; number 22, H, carries 0.06; number 23, H, carries 0.07; number 24, H, carries 0.15; number 25, H, carries 0.11; number 26, H, carries 0.12; number 27, H, carries 0.14; number 28, H, carries 0.07; number 29, H, carries 0.06; number 30, C, carries -0.02; number 31, C, carries -0.23; number 32, C, carries 0.01; number 33, C, carries -0.32; number 34, C, carries -0.09; number 35, C, carries -0.36; number 36, Te, carries 1.59; number 37, C, carries -0.28; number 38, C, carries -0.05; number 39, C, carries 0.01; number 40, H, carries 0.09; number 41, H, carries 0.10; number 42, H, carries 0.10; number 43, H, carries 0.13; number 44, H, carries 0.09; number 45, H, carries 0.09; number 46, H, carries 0.04; number 47, H, carries 0.00; number 48, H, carries 0.10; number 49, H, carries 0.10; number 50, H, carries 0.14; number 51, C, carries 0.02; number 52, N, carries -0.07; number 53, C, carries -0.01; number 54, C, carries -0.52; number 55, O, carries -0.02; number 56, N, carries 0.10; number 57, C, carries -0.40; number 58, N, carries 0.23; number 59, H, carries 0.11; number 60, H, carries 0.10; number 61, H, carries 0.11; number 62, H, carries 0.16; number 63, H, carries 0.16; number 64, H, carries 0.10; number 65, H, carries 0.13; number 66, C, carries -0.67; number 67, Ge, carries 0.94; number 68, C, carries -0.28; number 69, C, carries -0.08; number 70, C, carries -0.04; number 71, C, carries -0.05; number 72, C, carries -0.07; number 73, C, carries -0.16; number 74, C, carries -0.30; number 75, C, carries -0.17; number 76, C, carries -0.06; number 77, C, carries -0.05; number 78, C, carries -0.05; number 79, C, carries -0.10; number 80, C, carries -0.30; number 81, C, carries -0.14; number 82, C, carries -0.07; number 83, C, carries -0.05; number 84, C, carries -0.04; number 85, C, carries -0.09; number 86, H, carries 0.09; number 87, H, carries 0.12; number 88, H, carries 0.12; number 89, H, carries 0.12; number 90, H, carries 0.08; number 91, H, carries 0.07; number 92, H, carries 0.12; number 93, H, carries 0.12; number 94, H, carries 0.12; number 95, H, carries 0.11; number 96, H, carries 0.08; number 97, H, carries 0.11; number 98, H, carries 0.12; number 99, H, carries 0.12

=====

(4)
DFT (the ωB97M-V functional and the def2-TZVPD basis) results for a cluster of 2 separate species, C5H7N3S2 in total.

Atoms and positions in Å:
C: -1.2870 2.2457 -0.9002
C: -2.2301 0.6050 2.0326
C: -2.2515 -0.9514 -0.1299
C: 0.8918 0.1119 -1.6940
C: 0.5145 -0.6077 -0.3919
N: -0.9296 2.9932 -1.7518
N: -2.0782 1.5398 1.2186
N: -1.7118 1.3751 -0.0427
S: -3.7613 -1.1501 -0.3308
S: -0.8582 -1.8245 -0.3557
H: -1.8208 -0.4635 1.8136
H: -2.4528 0.8536 2.9611
H: 1.8379 0.5408 -1.4128
H: 1.1117 -0.6277 -2.5113
H: 0.0021 0.7634 -1.8902
H: 0.2971 0.1898 0.3106
H: 1.3102 -1.1670 -0.1121

Calculated values
Max |F|: 5.15 eV/Å
HOMO energy (alpha / beta): -8.3 / -8.2 eV
E_LUMO (alpha / beta): -0.0701 / -0.0717 Eh

Löwdin analysis output, partial charges in e: number 1, C, carries -0.39; number 2, C, carries -0.08; number 3, C, carries -1.11; number 4, C, carries -0.12; number 5, C, carries -0.49; number 6, N, carries 0.11; number 7, N, carries -0.05; number 8, N, carries -0.06; number 9, S, carries 0.83; number 10, S, carries 0.95; number 11, H, carries 0.08; number 12, H, carries 0.02; number 13, H, carries 0.08; number 14, H, carries 0.09; number 15, H, carries 0.04; number 16, H, carries 0.07; number 17, H, carries 0.02

=====

For reference, electronic energy by record: -4472.7582; -1028.7355; -4362.0297; -1155.1420 Ha.